ORCA calculation (ωB97M-V with the def2-TZVPD basis set) on a cluster of 5 separate species, C4H19N2O5 in total at a distorted geometry.

Each line ends with the natural charge from an NBO analysis.
Cartesian coordinates (Å):
C -1.42 -1.34 0.76  -0.21
N -1.11 -2.78 0.70  -0.87
C -1.11 -0.62 -0.57  -0.09
C -2.09 -1.05 -1.67  -0.63
N -1.18 0.84 -0.34  -0.71
C 0.17 1.60 -0.61  0.14
O 1.23 0.81 -0.83  -0.93
H -0.74 -0.88 1.47  0.20
H -2.46 -1.25 1.08  0.17
H -1.28 -3.19 -0.20  0.35
H -0.18 -2.99 1.02  0.36
H -0.08 -0.89 -0.77  0.23
H -1.56 -1.04 -2.63  0.22
H -2.86 -0.29 -1.83  0.19
H -2.62 -1.97 -1.47  0.20
H -1.90 1.20 -0.90  0.34
H -0.10 2.22 -1.48  0.10
H 0.32 2.20 0.30  0.10
H -0.85 1.50 1.70  0.49
H 0.08 1.22 2.88  0.48
O -0.75 1.67 2.65  -0.99
H 2.99 0.21 -2.89  0.45
H 1.54 0.17 -2.32  0.51
O 2.14 -0.19 -3.05  -1.02
H 1.66 -0.83 1.96  0.46
H 2.38 0.47 2.07  0.50
O 2.05 -0.27 2.64  -1.00
H 2.44 2.47 1.18  0.46
H 2.35 1.33 0.18  0.51
O 2.92 1.67 0.95  -1.01

Output
Electronic energy in eV: -17675.41213
Charge: -1
Kohn-Sham gap in eV: 8.34
Energy relative to the best compared isomer or geometry (same formula, charge and spin) in kJ/mol: 28.5

---

ORCA calculation (ωB97M-V with the def2-TZVPD basis set) on an isolated molecule of C4H2 at a distorted geometry.

Each line ends with the natural charge from an NBO analysis.
Cartesian coordinates (Å):
C 0.95 0.01 -1.07  0.09
C 0.65 0.23 0.28  -0.30
C -0.31 -0.84 -0.78  -0.12
C -0.80 0.05 0.11  -0.15
H 1.28 0.04 1.14  0.22
H -1.77 0.52 0.33  0.25

Output
Electronic energy in eV: -4173.05062
Charge: 0
Kohn-Sham gap (alpha / beta) in eV: 8.43 / 8.43
Energy relative to the best compared isomer or geometry (same formula, charge and spin) in kJ/mol: 326.3

---

ORCA calculation (ωB97M-V with the def2-TZVPD basis set) on an isolated molecule of C4H2 at a distorted geometry.

Each line ends with the natural charge from an NBO analysis.
Cartesian coordinates (Å):
C 1.88 0.07 -0.04  -0.15
C 0.68 -0.11 -0.01  -0.12
C -0.69 -0.06 -0.02  -0.01
C -1.87 0.01 -0.10  -0.21
H 2.95 -0.02 -0.02  0.24
H -2.95 0.12 0.19  0.25

Output
Structure (SMILES): C#CC#C
Electronic energy in eV: -4176.19439
Charge: 0
Kohn-Sham gap in eV: 10.91
Energy relative to the best compared isomer or geometry (same formula, charge and spin) in kJ/mol: 23.0

---

ORCA calculation (ωB97M-V with the def2-TZVPD basis set) on a structure of composition C4H20HgO7 at a distorted geometry.

Each line ends with the natural charge from an NBO analysis.
Cartesian coordinates (Å):
Hg 0.17 0.32 0.07  1.33
C -1.40 -2.67 2.76  -0.64
C 0.08 -2.58 2.28  -0.04
O 0.49 -1.41 1.59  -1.04
H -2.09 -2.70 1.91  0.17
H -1.61 -1.79 3.36  0.20
H -1.58 -3.54 3.38  0.19
H 0.35 -3.45 1.68  0.12
H 0.73 -2.81 3.12  0.12
C -0.91 3.14 -3.88  -0.64
C -1.15 2.13 -2.69  -0.05
O -0.26 2.09 -1.56  -0.99
H -1.78 3.28 -4.51  0.18
H -0.09 2.73 -4.47  0.18
H -0.61 4.15 -3.63  0.19
H -1.25 1.15 -3.15  0.11
H -2.15 2.48 -2.42  0.10
O 3.30 -1.11 1.33  -1.02
H 2.36 -1.29 1.31  0.52
H 3.67 -1.64 0.62  0.44
O 1.41 -0.94 -1.28  -1.13
H 1.10 -1.65 -1.84  0.46
H 2.37 -1.00 -1.34  0.43
O -0.50 1.72 1.74  -1.00
H -0.05 2.20 2.44  0.47
H -1.39 1.61 2.05  0.48
O 2.24 1.27 0.44  -1.01
H 2.99 0.73 0.69  0.50
H 2.36 2.09 0.93  0.47
O -1.92 -0.66 -0.24  -1.02
H -2.57 -0.46 -0.91  0.48
H -2.30 -1.40 0.24  0.48

Output
Electronic energy in eV: -22975.64764
Multiplicity: 2
Charge: -1
Kohn-Sham gap (alpha / beta) in eV: 2.95 / 6.92
<S²>: 0.752
Energy relative to the best compared isomer or geometry (same formula, charge and spin) in kJ/mol: 84.3

---

ORCA calculation (ωB97M-V with the def2-TZVPD basis set) on a cluster of 6 separate species, C4H20O6 in total at a distorted geometry.

Each line ends with the natural charge from an NBO analysis.
Cartesian coordinates (Å):
C -11.45 -12.48 -5.69  -0.24
O -12.32 -11.87 -4.80  -0.73
H -11.43 -13.51 -5.32  0.16
H -11.90 -12.57 -6.68  0.17
H -10.41 -12.18 -5.70  0.16
H -12.66 -12.49 -4.16  0.47
C -9.46 -16.56 -4.94  -0.24
O -8.78 -16.28 -3.76  -0.74
H -8.70 -16.43 -5.71  0.15
H -9.84 -17.59 -4.90  0.18
H -10.27 -15.87 -5.18  0.15
H -8.52 -15.37 -3.90  0.49
C -4.70 -14.23 -1.60  -0.26
O -3.91 -14.02 -2.72  -0.75
H -5.71 -14.63 -1.73  0.17
H -4.06 -14.81 -0.93  0.17
H -4.83 -13.30 -1.05  0.18
H -3.96 -14.79 -3.30  0.49
C -5.66 -16.48 -4.85  -0.25
O -4.26 -16.32 -4.72  -0.76
H -6.08 -15.49 -4.64  0.19
H -5.81 -16.70 -5.91  0.17
H -5.93 -17.31 -4.20  0.18
H -3.88 -17.20 -4.70  0.47
O -7.69 -13.78 -4.39  -0.97
H -8.00 -13.00 -4.84  0.49
H -6.80 -13.57 -4.12  0.49
O -4.69 -12.70 -5.04  -0.96
H -4.37 -13.02 -5.88  0.47
H -4.43 -13.37 -4.41  0.48

Output
Structure (SMILES): CO.CO.CO.CO.O.O
Electronic energy in eV: -16755.11694
Charge: 0
Kohn-Sham gap in eV: 10.32
Energy relative to the best compared isomer or geometry (same formula, charge and spin) in kJ/mol: 205.7

---

ORCA calculation (ωB97M-V with the def2-TZVPD basis set) on a cluster of 10 separate species, C4H21F2N2O13 in total at a distorted geometry.

Each line ends with the natural charge from an NBO analysis.
Cartesian coordinates (Å):
N 0.94 -2.19 -1.79  -0.83
C 1.00 -0.70 -1.90  0.02
C 2.10 -0.07 -0.89  0.72
O 2.74 -0.86 -0.14  -0.71
O 2.28 1.31 -0.93  -0.81
N -0.30 0.01 -1.76  -0.57
C -0.91 -0.12 -0.44  1.02
O -0.98 -1.13 0.26  -0.53
F -1.54 1.07 0.07  -0.36
C -1.24 -0.26 -2.85  0.99
O -1.89 -1.30 -3.04  -0.51
F -1.45 0.83 -3.78  -0.35
H -0.01 -2.54 -1.64  0.38
H 1.25 -2.58 -2.70  0.35
H 1.40 -0.47 -2.97  0.21
O 4.19 1.39 1.68  -0.99
H 3.63 1.24 0.90  0.51
H 3.58 1.75 2.34  0.47
O -0.52 3.99 1.34  -0.94
H -0.98 3.22 0.99  0.48
H -0.29 4.50 0.55  0.47
O 5.55 -0.70 -1.31  -0.96
H 4.84 -0.97 -0.71  0.50
H 6.36 -0.88 -0.81  0.45
O -3.65 -2.09 -0.42  -0.96
H -4.36 -2.36 0.18  0.48
H -2.84 -2.28 0.08  0.48
O -2.52 -5.18 -0.70  -0.95
H -3.00 -4.34 -0.64  0.48
H -2.79 -5.54 -1.56  0.47
O 3.77 3.37 3.69  -0.94
H 3.45 3.56 4.58  0.46
H 3.97 4.24 3.32  0.48
O -5.91 -1.71 1.88  -0.95
H -6.75 -1.24 1.93  0.47
H -5.49 -1.53 2.74  0.48
O -6.34 -3.20 -1.41  -0.94
H -6.66 -3.02 -0.52  0.47
H -6.12 -2.33 -1.77  0.48
O 4.77 6.41 2.73  -0.94
H 5.43 6.91 3.22  0.47
H 5.29 5.78 2.21  0.48

Output
Electronic energy in eV: -39522.10172
Charge: -1
Kohn-Sham gap in eV: 6.85

---

ORCA calculation (ωB97M-V with the def2-TZVPD basis set) on a cluster of 6 separate species, C4H21NO5 in total at a distorted geometry.

Each line ends with the natural charge from an NBO analysis.
Cartesian coordinates (Å):
C -1.25 1.26 -0.03  -0.22
C -0.08 2.10 -0.60  -0.25
C 1.22 1.58 0.05  -0.62
C 0.02 2.03 -2.12  -0.62
N -1.81 1.72 1.25  -0.87
H -0.79 0.31 0.17  0.18
H -1.97 0.95 -0.80  0.21
H -0.10 3.14 -0.30  0.20
H 1.54 2.20 0.89  0.22
H 2.16 1.60 -0.54  0.22
H 1.27 0.52 0.15  0.18
H -0.63 2.75 -2.59  0.21
H 1.08 1.98 -2.36  0.22
H -0.25 1.04 -2.56  0.21
H -1.04 1.98 1.85  0.36
H -2.51 2.43 1.09  0.37
H 3.26 -1.80 0.32  0.49
H 2.13 -0.81 -0.05  0.48
O 2.86 -0.96 0.55  -0.95
H 0.67 -2.45 -1.07  0.52
H 1.71 -3.59 -0.68  0.47
O 1.60 -2.70 -1.02  -1.01
H 0.01 -0.55 1.70  0.47
H 1.25 -1.56 1.38  0.50
O 0.36 -1.44 1.77  -0.99
H -2.16 -0.96 2.03  0.50
H -1.81 -2.45 1.93  0.50
O -2.28 -1.74 1.48  -0.94
H -1.48 -1.92 0.13  0.51
H -1.89 -2.43 -1.28  0.47
O -1.10 -2.25 -0.75  -1.02

Output
Structure (SMILES): CC(C)CN.O.O.O.O.O
Electronic energy in eV: -16215.52508
Charge: 0
Kohn-Sham gap in eV: 10.08
Energy relative to the best compared isomer or geometry (same formula, charge and spin) in kJ/mol: 58.9

---

ORCA calculation (ωB97M-V with the def2-TZVPD basis set) on a cluster of 6 separate species, C4H21NO6 in total at a distorted geometry.

Each line ends with the natural charge from an NBO analysis.
Cartesian coordinates (Å):
C -0.31 -0.19 2.15  -0.61
C 0.72 0.70 1.40  -0.08
C 2.05 0.65 2.21  -0.08
O 3.16 1.38 1.79  -0.53
C 2.93 2.78 1.64  -0.26
N 0.80 0.13 0.10  -0.86
H 0.07 -1.21 2.16  0.20
H -1.24 -0.23 1.58  0.22
H -0.53 0.14 3.16  0.22
H 0.27 1.69 1.35  0.19
H 2.30 -0.41 2.27  0.19
H 1.84 0.93 3.24  0.16
H 3.70 3.32 1.10  0.20
H 2.81 3.30 2.59  0.17
H 2.02 2.94 1.06  0.16
H 1.70 0.46 -0.22  0.37
H 0.95 -0.86 0.08  0.39
O 0.49 -2.87 -0.12  -0.95
H -0.34 -3.06 0.33  0.50
H 0.83 -3.73 -0.37  0.50
O -2.97 -1.85 -3.74  -0.96
H -2.37 -2.00 -3.01  0.50
H -2.43 -1.91 -4.52  0.47
O -1.04 -1.78 -1.83  -1.01
H -0.27 -2.04 -1.32  0.48
H -1.17 -0.86 -1.63  0.49
O -3.89 0.48 -2.80  -0.98
H -3.54 -0.34 -3.14  0.49
H -3.16 0.86 -2.31  0.46
O -1.25 1.05 -1.41  -1.00
H -0.53 0.74 -0.86  0.49
H -1.60 1.81 -0.94  0.47

Output
Structure (SMILES): COC[C@H](C)N.O.O.O.O.O
Electronic energy in eV: -18263.38532
Charge: 0
Kohn-Sham gap in eV: 9.81
Energy relative to the best compared isomer or geometry (same formula, charge and spin) in kJ/mol: 142.6